# 1
The following is a DFT calculation (the ωB97M-V functional and the def2-TZVPD basis) of a structure of composition C29H28MnN9O2.

Last column: Mulliken charge in e.
Positions of all 69 atoms, in Å:
Mn  0.165  0.176  0.078  -0.1745
C  -1.678  1.542  5.152  -0.7844
N  -0.944  0.839  4.087  0.9577
C  -0.798  1.188  2.819  -0.4977
N  -0.110  0.242  2.180  0.1012
C  0.146  -0.679  3.158  -0.2938
N  -0.350  -0.351  4.321  -1.1632
C  -2.625  2.551  4.554  0.4694
C  -2.517  3.905  4.837  -0.9823
C  -3.368  4.818  4.221  -0.8483
C  -4.297  4.391  3.290  -0.8152
C  -4.399  3.033  2.994  0.3079
C  -3.586  2.121  3.649  0.3103
C  -5.296  2.568  1.940  0.4827
N  -6.148  3.217  1.230  -0.4702
N  -6.655  2.316  0.303  -0.4880
C  -6.060  1.198  0.519  0.4990
O  -5.186  1.272  1.554  -0.1824
C  -6.106  -0.055  -0.230  -0.1752
C  -6.981  -0.226  -1.300  -0.8637
C  -6.932  -1.395  -2.038  -0.7396
C  -6.003  -2.385  -1.733  -0.7978
C  -5.135  -2.220  -0.664  0.8714
C  -4.072  -3.241  -0.332  -1.2691
N  -2.738  -2.664  -0.526  0.8847
C  -2.047  -1.892  0.298  -0.2291
N  -0.984  -1.416  -0.348  -0.3375
C  -1.089  -1.960  -1.601  -0.3066
N  -2.141  -2.714  -1.737  -0.9277
C  -5.205  -1.059  0.091  0.2740
H  -0.952  2.012  5.812  0.3985
H  -2.202  0.768  5.713  0.3729
H  -1.197  2.087  2.381  0.5174
H  0.702  -1.588  2.996  0.5045
H  -1.769  4.254  5.538  0.4430
H  -3.285  5.870  4.456  0.4369
H  -4.939  5.095  2.777  0.5567
H  -3.682  1.065  3.425  0.4858
H  -7.682  0.561  -1.546  0.5595
H  -7.608  -1.534  -2.870  0.4199
H  -5.953  -3.283  -2.337  0.4223
H  -4.130  -4.114  -0.975  0.4286
H  -4.137  -3.566  0.706  0.3171
H  -2.315  -1.691  1.321  0.6011
H  -0.367  -1.771  -2.377  0.5072
H  -4.542  -0.915  0.935  0.5432
O  1.180  -0.086  -1.105  -0.7135
C  1.747  3.530  -1.748  -0.9116
N  1.618  4.068  -0.400  -0.0715
C  2.921  4.395  0.155  -0.9801
C  0.902  3.165  0.466  -1.1584
C  -0.539  2.966  0.041  1.0935
C  -1.382  4.067  -0.071  -0.6445
C  -2.701  3.905  -0.465  -1.0334
C  -3.190  2.638  -0.761  -0.6302
C  -2.362  1.531  -0.641  -0.2048
C  -1.039  1.696  -0.234  0.8398
H  2.253  4.257  -2.381  0.3911
H  0.764  3.335  -2.175  0.2533
H  2.323  2.592  -1.763  0.3100
H  3.420  5.117  -0.490  0.3391
H  3.571  3.510  0.246  0.3525
H  2.805  4.844  1.142  0.3109
H  0.935  3.569  1.483  0.5913
H  1.423  2.176  0.517  0.5474
H  -0.981  5.053  0.129  0.5364
H  -3.350  4.766  -0.556  0.4323
H  -4.214  2.518  -1.092  0.5368
H  -2.760  0.551  -0.881  0.4868

## Properties
Kohn-Sham gap (alpha / beta) ... 7.0 / 7.9 eV
Total energy ... -79346.255 eV
Net charge ... +1
HOMO energy (alpha / beta) ... -11.09 / -11.12 eV
ΔE to the lowest compared entry with this formula, charge and spin ... 0.0000 eV
2S+1 ... 4

=====

# 2
The following is a DFT calculation (the ωB97M-V functional and the def2-TZVPD basis) of a structure of composition C29H28N7O5Ru.

Last column: Mulliken charge in e.
Positions of all 70 atoms, in Å:
Ru  0.016  0.399  0.246  1.2552
C  -2.278  1.259  2.485  -1.3180
N  -1.161  1.926  1.824  1.1270
C  -0.167  2.363  2.807  -1.1594
C  0.668  1.205  3.303  0.4061
C  1.357  1.285  4.503  -1.2441
C  2.174  0.232  4.877  -0.3274
C  2.269  -0.875  4.048  -0.9992
C  1.541  -0.879  2.874  -0.2606
N  0.753  0.138  2.507  0.7889
C  -1.622  3.010  0.948  -0.9239
C  -0.489  3.562  0.120  0.4340
C  -0.427  4.898  -0.231  -0.9841
C  0.639  5.336  -1.002  -0.4481
C  1.614  4.429  -1.376  -1.0680
C  1.483  3.109  -0.977  -0.7112
N  0.445  2.682  -0.251  0.8139
C  -2.995  0.288  1.581  0.3104
C  -4.296  -0.110  1.859  -1.0649
C  -4.920  -1.000  1.007  -0.5226
C  -4.230  -1.462  -0.106  -1.0127
C  -2.940  -1.018  -0.305  -0.6963
N  -2.325  -0.170  0.525  1.1412
H  -2.996  1.987  2.875  0.4346
H  -1.892  0.706  3.344  0.4896
H  -0.639  2.871  3.655  0.4332
H  0.500  3.083  2.335  0.5294
H  1.260  2.166  5.126  0.4805
H  2.731  0.276  5.805  0.4275
H  2.897  -1.719  4.300  0.4709
H  1.588  -1.714  2.186  0.3318
H  -2.095  3.816  1.519  0.3979
H  -2.377  2.590  0.278  0.4124
H  -1.200  5.583  0.098  0.4816
H  0.711  6.377  -1.292  0.4195
H  2.476  4.733  -1.957  0.4643
H  2.229  2.363  -1.215  0.6090
H  -4.811  0.294  2.722  0.4978
H  -5.937  -1.316  1.196  0.4305
H  -4.684  -2.148  -0.808  0.5053
H  -2.357  -1.345  -1.157  0.4669
C  -1.053  -3.673  0.295  -1.4527
C  0.239  -3.151  -0.234  -0.3442
N  0.674  -1.903  -0.196  0.9074
C  1.942  -1.914  -0.744  0.4979
C  2.258  -3.183  -1.139  -0.2346
N  1.171  -3.941  -0.802  0.0199
C  3.384  -3.878  -1.832  0.5097
O  4.424  -3.160  -2.175  -0.5482
O  3.268  -5.061  -2.051  -0.6277
C  2.747  -0.657  -0.796  0.1962
O  3.814  -0.663  -1.430  -0.8965
O  2.244  0.346  -0.203  -0.4274
H  -1.468  -2.968  1.011  0.1584
H  -0.900  -4.628  0.799  0.4918
H  -1.782  -3.830  -0.503  0.2849
H  1.141  -4.938  -0.969  0.2688
H  4.312  -2.200  -1.868  0.4288
O  -0.687  0.731  -2.021  -0.7602
N  -0.221  -0.049  -2.985  0.4877
C  1.095  -0.039  -3.266  0.0702
C  1.616  -0.853  -4.249  -1.1030
C  0.775  -1.675  -4.978  -0.2456
C  -0.584  -1.642  -4.698  -0.9675
C  -1.062  -0.819  -3.701  -0.0661
H  1.681  0.643  -2.671  0.5664
H  2.683  -0.829  -4.427  0.4644
H  1.167  -2.321  -5.752  0.4386
H  -1.288  -2.243  -5.256  0.4362
H  -2.103  -0.714  -3.436  0.6279

## Properties
Kohn-Sham gap (alpha / beta) ... 8.1 / 7.7 eV
Total energy ... -53773.297 eV
Net charge ... +1
HOMO energy (alpha / beta) ... -10.34 / -10.44 eV
2S+1 ... 5

=====

# 3
The following is a DFT calculation (the ωB97M-V functional and the def2-TZVPD basis) of a structure of composition C29H28N8NaO4S2.

Last column: Mulliken charge in e.
Positions of all 72 atoms, in Å:
Na  0.024  -2.590  -0.178  0.7579
C  2.334  4.267  1.171  -1.6613
C  1.726  2.921  1.455  1.1859
C  0.876  2.741  2.541  -0.6972
C  0.276  1.512  2.784  -0.2685
C  0.521  0.456  1.923  -0.3060
C  1.377  0.609  0.839  -0.8348
C  1.978  1.836  0.617  -0.8602
S  -0.254  -1.124  2.162  1.9321
O  -0.869  -1.101  3.483  -0.8592
O  -1.174  -1.267  1.042  -0.7554
N  0.824  -2.236  1.958  0.0610
C  1.909  -2.402  2.789  0.3455
C  2.331  -1.489  3.774  -0.1729
C  3.467  -1.767  4.503  -0.6379
C  4.168  -2.945  4.269  -0.4459
C  3.662  -3.798  3.305  -0.5497
N  2.572  -3.553  2.587  -0.5255
H  2.623  4.774  2.093  0.4071
H  1.621  4.910  0.650  0.2878
H  3.217  4.175  0.539  0.3845
H  0.678  3.573  3.207  0.3758
H  -0.383  1.364  3.628  0.5386
H  1.591  -0.229  0.182  0.5485
H  2.648  1.954  -0.226  0.2158
H  1.772  -0.584  3.964  0.2499
H  3.803  -1.066  5.257  0.4035
H  5.064  -3.198  4.818  0.3653
H  4.157  -4.742  3.097  0.3739
N  0.022  -5.260  2.354  -0.8361
N  -1.091  -4.470  2.698  0.0933
C  -2.098  -4.192  1.874  0.4259
N  -3.055  -3.363  2.394  -0.5661
S  -2.236  -4.848  0.324  -0.4850
H  -0.256  -5.737  1.499  0.2429
H  0.780  -4.618  2.103  0.3082
H  -0.956  -3.903  3.521  0.3714
H  -2.712  -2.650  3.029  0.3031
H  -3.640  -2.980  1.669  0.2654
C  -4.250  3.758  -0.254  -0.9763
O  -2.869  3.482  -0.212  -0.4078
C  -2.240  3.270  -1.406  0.6557
C  -0.910  2.857  -1.327  0.0560
C  -0.190  2.602  -2.473  0.0534
C  -0.785  2.759  -3.730  -0.5280
C  -2.087  3.217  -3.798  -0.4142
C  -2.833  3.456  -2.646  -0.6437
N  -0.070  2.628  -4.973  -0.6101
N  0.704  1.674  -5.193  -0.5753
C  0.789  0.538  -4.362  -0.0592
C  2.071  0.048  -4.171  -0.2613
C  2.377  -0.935  -3.243  -1.0053
C  1.375  -1.513  -2.430  0.8570
O  1.614  -2.305  -1.479  -0.9772
C  -0.017  -1.153  -2.788  0.2819
N  -0.994  -1.852  -2.164  -0.5435
C  -2.246  -1.614  -2.467  -0.4048
C  -2.624  -0.687  -3.452  -0.8623
C  -1.652  0.036  -4.084  -0.5543
C  -0.295  -0.151  -3.742  1.0819
H  -4.583  3.805  0.780  0.2325
H  -4.797  2.967  -0.775  0.3948
H  -4.454  4.716  -0.741  0.3485
H  -0.466  2.717  -0.348  0.3321
H  0.833  2.258  -2.397  0.4694
H  -2.529  3.382  -4.773  0.4389
H  -3.856  3.792  -2.737  0.3906
H  2.861  0.521  -4.744  0.3703
H  3.399  -1.250  -3.079  0.4316
H  -2.990  -2.190  -1.926  0.4432
H  -3.669  -0.556  -3.701  0.3996
H  -1.916  0.742  -4.860  0.6040

## Properties
Kohn-Sham gap ... 6.4 eV
Total energy ... -76728.058 eV
Net charge ... -1
HOMO energy ... -4.18 eV
ΔE to the lowest compared entry with this formula, charge and spin ... 0.0000 eV